{"formula": "C4H9NO", "method": "ωB97M-V/def2-TZVPD", "homo_lumo_gap_ha": [0.466, 0.295], "relative_energy_kj_mol": 92.3, "lumo_ev": [-3.95, -8.38], "homo_ev": [-16.641, -16.403], "total_charge": 1, "s_squared": 0.76, "spin_multiplicity": 2, "symbols": ["C", "N", "C", "C", "C", "O", "H", "H", "H", "H", "H", "H", "H", "H", "H"], "xyz": [[-1.155, 1.147, 0.290], [-0.069, 0.251, 0.565], [1.006, 0.024, -0.404], [0.341, -0.251, -1.768], [-0.154, -0.646, 1.705], [-2.252, 0.946, 0.684], [-0.836, 2.017, -0.300], [1.583, 0.958, -0.410], [1.676, -0.750, -0.044], [0.925, -0.919, -2.395], [0.070, 0.668, -2.274], [-0.577, -0.834, -1.624], [0.767, -0.533, 2.267], [-0.354, -1.651, 1.323], [-0.974, -0.427, 2.387]], "lowdin_charge": [-0.21, 0.00, -0.14, -0.03, 0.04, 0.21, 0.17, 0.15, 0.14, 0.10, 0.09, 0.10, 0.13, 0.14, 0.11]}

---

{"formula": "C3H32NO13", "method": "ωB97M-V/def2-TZVPD", "homo_lumo_gap_ha": [0.317, 0.174], "lumo_ev": [-7.89, -11.80], "homo_ev": [-16.529, -16.529], "total_charge": 2, "s_squared": 0.76, "spin_multiplicity": 2, "symbols": ["O", "C", "C", "N", "C", "H", "H", "H", "H", "H", "H", "H", "H", "H", "H", "O", "H", "H", "O", "H", "H", "O", "H", "H", "O", "H", "H", "O", "H", "H", "O", "H", "H", "O", "H", "H", "O", "H", "H", "O", "H", "H", "O", "H", "H", "O", "H", "H", "O"], "xyz": [[0.039, 2.177, 0.895], [-0.824, 1.589, 0.327], [-1.189, 0.130, 0.545], [-1.174, -0.517, -0.817], [-2.341, -1.436, -0.916], [-1.310, 2.068, -0.583], [-0.461, -0.356, 1.189], [-2.155, 0.147, 1.055], [-1.155, 0.255, -1.509], [-0.313, -1.091, -0.839], [-2.191, -2.229, -1.641], [-3.334, -0.973, -0.961], [-2.514, -1.938, 0.039], [-3.686, 2.923, -1.668], [-2.983, 3.688, -0.648], [-2.800, 2.993, -1.286], [-1.000, -4.071, 3.112], [-0.344, -3.672, 1.709], [-0.808, -3.357, 2.476], [0.712, 0.753, -3.129], [-0.337, 1.893, -2.906], [-0.156, 0.970, -2.764], [-1.823, 2.325, 2.981], [-1.265, 0.878, 3.590], [-1.629, 1.400, 2.803], [3.561, 0.038, -3.518], [3.103, 1.042, -2.525], [2.838, 0.170, -2.899], [0.355, 1.320, 4.775], [0.555, -0.234, 4.552], [-0.106, 0.477, 4.682], [1.677, -2.097, 4.004], [0.224, -2.254, 3.342], [0.935, -1.629, 3.606], [2.158, 2.171, 1.005], [3.149, 3.252, 1.006], [3.041, 2.332, 0.658], [2.049, -0.575, 0.554], [2.241, -1.659, -0.516], [1.572, -1.211, 0.003], [1.219, -0.968, -2.724], [1.145, -2.345, -3.420], [0.744, -1.792, -2.766], [1.657, 4.242, -2.328], [2.261, 3.159, -1.398], [1.506, 3.346, -1.962], [0.168, -3.098, -1.638], [-0.796, -4.288, -2.127], [-0.215, -3.947, -1.418]], "lowdin_charge": [0.32, -0.07, -0.04, 0.03, 0.01, 0.16, 0.14, 0.15, 0.11, 0.11, 0.10, 0.12, 0.11, 0.09, 0.07, -0.02, 0.09, 0.05, -0.04, 0.04, 0.05, -0.02, 0.08, 0.05, -0.03, 0.08, 0.08, -0.04, 0.07, 0.02, -0.06, 0.07, 0.01, -0.07, -0.01, 0.09, -0.05, 0.06, 0.06, -0.03, -0.01, 0.08, -0.03, 0.08, 0.01, -0.06, -0.04, 0.07, -0.06]}

---

{"formula": "C3H4N2O2S2", "method": "ωB97M-V/def2-TZVPD", "homo_lumo_gap_ha": [0.163, 0.163], "relative_energy_kj_mol": 457.3, "lumo_ev": [-2.76, -2.76], "homo_ev": [-7.192, -7.192], "spin_multiplicity": 1, "symbols": ["C", "C", "C", "N", "N", "O", "O", "S", "S", "H", "H", "H", "H"], "xyz": [[-0.859, 0.512, -0.194], [1.593, -1.495, -0.042], [-0.679, -0.671, 0.675], [-1.857, 0.845, -0.857], [0.308, -1.600, -0.073], [0.389, 2.788, -0.715], [0.634, 1.552, 1.468], [3.130, -1.688, -0.216], [0.835, 1.596, 0.015], [-0.113, -0.478, 1.519], [-1.610, -1.377, 0.751], [-1.758, 1.781, -1.328], [-0.014, -1.767, -1.004]], "lowdin_charge": [-0.46, -0.61, -0.12, 0.12, 0.04, -0.52, -0.53, 0.95, 0.68, 0.07, 0.16, 0.07, 0.16]}

---

{"formula": "C34H54N2O6PdSe", "method": "ωB97M-V/def2-TZVPD", "homo_lumo_gap_ha": [0.295, 0.200], "relative_energy_kj_mol": 124.5, "lumo_ev": [-0.10, -2.91], "homo_ev": [-8.130, -8.352], "s_squared": 6.07, "spin_multiplicity": 5, "symbols": ["Pd", "C", "N", "C", "C", "C", "N", "C", "C", "C", "C", "C", "C", "C", "O", "C", "C", "C", "C", "C", "C", "C", "C", "C", "C", "C", "C", "C", "C", "C", "O", "C", "C", "C", "C", "C", "C", "C", "C", "H", "H", "H", "H", "H", "H", "H", "H", "H", "H", "H", "H", "H", "H", "H", "H", "H", "H", "H", "H", "H", "H", "H", "H", "H", "H", "H", "H", "H", "H", "H", "H", "H", "H", "H", "H", "H", "H", "H", "H", "H", "H", "H", "H", "H", "H", "H", "H", "H", "H", "H", "H", "H", "H", "O", "Se", "O", "O", "O"], "xyz": [[-2.535, -1.511, -0.306], [-4.510, 1.200, 0.409], [-4.183, -0.001, 1.171], [-5.422, -0.679, 1.540], [-3.383, 0.304, 2.358], [-2.494, -0.878, 2.775], [-1.261, -0.950, 1.988], [-0.414, 0.219, 2.211], [-0.393, 1.326, 1.177], [0.246, 2.487, 1.557], [0.472, 3.538, 0.672], [-0.043, 3.402, -0.611], [-0.737, 2.288, -1.048], [-0.883, 1.178, -0.154], [-1.414, 0.077, -0.548], [-1.241, 2.297, -2.491], [-2.147, 1.130, -2.906], [-0.006, 2.280, -3.408], [-2.047, 3.586, -2.733], [1.262, 4.753, 1.123], [2.638, 4.286, 1.622], [1.474, 5.760, -0.009], [0.500, 5.445, 2.262], [-0.500, -2.178, 2.305], [0.666, -2.374, 1.371], [1.981, -2.177, 1.715], [3.015, -2.364, 0.785], [2.669, -2.691, -0.533], [1.376, -2.900, -0.947], [0.322, -2.821, 0.043], [-0.864, -3.168, -0.205], [0.987, -3.217, -2.377], [-0.028, -2.159, -2.850], [0.340, -4.609, -2.439], [2.188, -3.191, -3.329], [4.483, -2.222, 1.138], [4.715, -1.860, 2.607], [5.126, -1.129, 0.270], [5.181, -3.564, 0.862], [-5.131, 1.894, 0.996], [-5.065, 0.907, -0.479], [-3.598, 1.722, 0.111], [-6.054, -0.018, 2.150], [-5.206, -1.580, 2.107], [-5.961, -0.983, 0.644], [-4.044, 0.566, 3.199], [-2.758, 1.174, 2.138], [-3.045, -1.810, 2.616], [-2.258, -0.785, 3.850], [0.624, -0.125, 2.280], [-0.661, 0.677, 3.183], [0.606, 2.555, 2.574], [0.110, 4.204, -1.311], [-1.624, 0.177, -2.888], [-2.482, 1.302, -3.929], [-3.030, 1.053, -2.273], [0.586, 1.387, -3.221], [0.625, 3.148, -3.235], [-0.314, 2.279, -4.450], [-2.884, 3.646, -2.042], [-2.441, 3.586, -3.746], [-1.442, 4.479, -2.615], [3.162, 3.757, 0.829], [2.547, 3.619, 2.474], [3.240, 5.139, 1.925], [2.014, 5.304, -0.835], [2.061, 6.602, 0.351], [0.525, 6.145, -0.372], [0.366, 4.780, 3.110], [-0.483, 5.761, 1.918], [1.045, 6.323, 2.602], [-1.182, -3.027, 2.178], [-0.145, -2.136, 3.347], [2.225, -1.878, 2.724], [3.464, -2.787, -1.255], [-0.995, -2.285, -2.344], [-0.195, -2.260, -3.921], [0.360, -1.160, -2.648], [-0.563, -4.631, -1.835], [1.033, -5.363, -2.072], [0.075, -4.846, -3.466], [2.674, -2.218, -3.332], [1.848, -3.399, -4.339], [2.917, -3.952, -3.062], [4.274, -0.896, 2.851], [5.784, -1.795, 2.797], [4.304, -2.621, 3.266], [4.636, -0.172, 0.437], [5.060, -1.366, -0.788], [6.178, -1.028, 0.528], [4.705, -4.358, 1.432], [6.227, -3.507, 1.153], [5.135, -3.826, -0.191], [-4.643, -4.850, -1.114], [-4.451, -3.318, -0.857], [-3.678, -3.013, 0.591], [-3.416, -2.625, -1.942], [-5.794, -2.484, -0.862]], "lowdin_charge": [1.11, -0.09, -0.27, -0.10, -0.17, -0.17, -0.17, -0.12, -0.08, 0.02, -0.13, 0.03, -0.04, -0.24, -0.12, -0.52, -0.04, -0.03, -0.04, -0.55, -0.04, -0.06, -0.03, -0.12, -0.09, 0.03, -0.12, 0.04, -0.05, -0.27, -0.01, -0.52, -0.03, -0.02, -0.06, -0.55, -0.06, -0.03, -0.03, 0.09, 0.10, 0.07, 0.09, 0.08, 0.06, 0.13, 0.11, 0.11, 0.13, 0.12, 0.14, 0.12, 0.09, 0.06, 0.09, 0.08, 0.08, 0.08, 0.09, 0.09, 0.09, 0.07, 0.09, 0.08, 0.09, 0.09, 0.09, 0.09, 0.08, 0.09, 0.09, 0.14, 0.14, 0.11, 0.10, 0.05, 0.10, 0.08, 0.08, 0.09, 0.09, 0.09, 0.09, 0.08, 0.08, 0.09, 0.09, 0.09, 0.08, 0.09, 0.09, 0.09, 0.08, -0.43, 0.68, -0.53, -0.50, -0.46]}

---

{"formula": "C3H11O3", "method": "ωB97M-V/def2-TZVPD", "homo_lumo_gap_ha": 0.294, "relative_energy_kj_mol": 27.9, "lumo_ev": 4.09, "homo_ev": -3.921, "total_charge": -1, "spin_multiplicity": 1, "symbols": ["C", "O", "C", "C", "H", "H", "H", "H", "H", "H", "H", "H", "H", "O", "H", "H", "O"], "xyz": [[0.117, 0.435, -0.021], [1.104, -0.158, 0.763], [-1.073, -0.482, -0.188], [-2.159, 0.181, -1.081], [0.491, 0.592, -1.051], [-0.072, 1.429, 0.388], [-1.565, -0.658, 0.772], [-0.886, -1.474, -0.611], [-3.068, -0.379, -1.261], [-1.690, 0.560, -1.982], [-2.565, 1.009, -0.538], [1.844, -2.683, -0.416], [1.749, -1.150, -0.269], [2.119, -1.887, -0.878], [1.548, 1.017, 1.561], [2.305, 1.719, 2.803], [1.801, 1.928, 2.010]], "lowdin_charge": [-0.41, -0.33, -0.25, -0.14, 0.10, 0.10, 0.10, 0.10, 0.05, 0.06, 0.04, -0.01, -0.02, -0.16, -0.03, -0.02, -0.19]}

---

{"formula": "C11H16", "method": "ωB97M-V/def2-TZVPD", "homo_lumo_gap_ha": 0.322, "relative_energy_kj_mol": 360.3, "lumo_ev": 0.80, "smiles": "CC1=C=C2C[C@@]2(C)[C@H](C)[C@H]1C", "homo_ev": -7.950, "spin_multiplicity": 1, "symbols": ["C", "C", "C", "C", "C", "C", "C", "C", "C", "C", "C", "H", "H", "H", "H", "H", "H", "H", "H", "H", "H", "H", "H", "H", "H", "H", "H"], "xyz": [[1.660, -0.738, -0.239], [1.655, 0.102, 0.734], [1.300, -2.018, -0.912], [-0.701, 0.114, 1.073], [-0.775, -0.414, -0.436], [0.666, 0.795, 1.255], [0.553, -0.710, -1.244], [-0.835, -0.848, 2.184], [-1.582, 0.668, -1.314], [0.639, 2.112, 1.943], [0.847, -0.160, -2.631], [1.824, -2.509, -1.660], [0.645, -2.700, -0.368], [-1.409, 0.943, 1.147], [-1.505, -1.359, -0.361], [-0.131, -1.699, 2.242], [-1.897, -1.196, 2.215], [-0.611, -0.447, 3.179], [-0.919, 1.415, -1.619], [-2.349, 1.076, -0.625], [-2.018, 0.068, -2.206], [1.186, 2.879, 1.423], [1.160, 2.117, 3.010], [-0.384, 2.524, 2.223], [1.799, -0.499, -2.980], [0.905, 1.000, -2.564], [0.277, -0.514, -3.467]], "lowdin_charge": [-0.13, 0.08, 0.00, -0.32, -0.19, -0.29, -0.36, -0.08, -0.06, -0.07, -0.05, 0.08, 0.10, 0.11, 0.17, 0.10, 0.09, 0.08, 0.03, 0.07, 0.11, 0.06, 0.12, 0.09, 0.07, 0.12, 0.07]}

---

{"formula": "C34H50ClF18NO17P", "method": "ωB97M-V/def2-TZVPD", "homo_lumo_gap_ha": 0.240, "lumo_ev": 1.41, "homo_ev": -5.127, "total_charge": -1, "spin_multiplicity": 1, "symbols": ["C", "C", "C", "O", "O", "C", "C", "C", "C", "C", "C", "N", "O", "C", "O", "P", "Cl", "O", "H", "H", "H", "H", "H", "H", "H", "H", "H", "H", "H", "H", "H", "H", "H", "H", "H", "H", "H", "H", "C", "C", "O", "C", "O", "C", "F", "F", "F", "H", "H", "H", "H", "H", "C", "C", "O", "C", "O", "C", "F", "F", "F", "H", "H", "H", "H", "H", "C", "C", "O", "C", "O", "C", "F", "F", "F", "H", "H", "H", "H", "H", "C", "C", "O", "C", "O", "C", "F", "F", "F", "H", "H", "H", "H", "H", "C", "C", "O", "C", "O", "C", "F", "F", "F", "H", "H", "H", "H", "H", "C", "C", "O", "C", "O", "C", "F", "F", "F", "H", "H", "H", "H", "H"], "xyz": [[0.208, -3.287, 8.349], [-0.304, -4.240, 7.114], [-0.685, -3.271, 5.809], [-1.955, -2.781, 5.832], [0.283, -2.962, 4.716], [0.015, -1.580, 4.211], [1.093, -1.067, 3.087], [0.641, 0.493, 2.690], [1.895, 1.545, 2.783], [2.247, 2.077, 4.293], [3.147, 3.480, 4.176], [4.269, 3.464, 3.123], [2.894, 4.553, 4.970], [0.035, 0.730, 1.149], [-1.233, 1.530, 1.105], [-1.980, 0.923, 2.598], [-2.581, 2.860, 3.349], [-0.471, 1.059, 3.524], [1.285, -2.815, 8.153], [-0.586, -2.404, 8.469], [0.222, -3.836, 9.401], [0.413, -5.123, 6.838], [-1.322, -4.737, 7.482], [-1.048, -1.621, 3.676], [-0.008, -0.901, 5.187], [2.216, -1.145, 3.417], [0.907, -1.699, 2.114], [1.774, 2.507, 2.098], [2.874, 0.995, 2.384], [2.819, 1.276, 4.944], [1.289, 2.388, 4.932], [4.648, 2.473, 3.147], [3.802, 3.606, 2.186], [0.740, 1.434, 0.500], [-0.064, -0.207, 0.450], [-1.661, -0.376, 1.995], [-3.294, 0.694, 1.981], [-2.426, 0.175, 3.773], [1.583, 1.962, 12.036], [1.850, 0.589, 12.627], [0.649, -0.199, 12.665], [0.238, -0.723, 11.468], [0.833, -0.551, 10.405], [-1.024, -1.563, 11.644], [-1.990, -0.918, 12.359], [-0.776, -2.730, 12.304], [-1.601, -1.911, 10.459], [0.781, 2.466, 12.585], [2.482, 2.581, 12.069], [1.254, 1.891, 10.994], [2.190, 0.701, 13.663], [2.642, 0.058, 12.085], [-3.068, 3.371, -0.847], [-3.984, 3.890, -1.941], [-3.581, 5.199, -2.374], [-2.477, 5.249, -3.184], [-1.844, 4.256, -3.540], [-2.170, 6.685, -3.601], [-2.155, 7.548, -2.545], [-3.091, 7.173, -4.479], [-0.957, 6.814, -4.211], [-3.026, 4.081, -0.015], [-3.416, 2.405, -0.475], [-2.042, 3.248, -1.209], [-5.002, 3.985, -1.546], [-4.034, 3.201, -2.793], [-0.476, 1.406, -4.923], [0.772, 0.882, -5.612], [1.907, 0.937, -4.733], [1.959, -0.027, -3.761], [1.106, -0.901, -3.617], [3.223, 0.117, -2.916], [3.423, 1.394, -2.481], [4.345, -0.230, -3.609], [3.209, -0.665, -1.800], [-0.305, 2.417, -4.540], [-1.322, 1.425, -5.614], [-0.749, 0.786, -4.064], [1.005, 1.518, -6.473], [0.629, -0.136, -5.995], [-7.393, -2.878, 1.412], [-7.566, -2.250, 0.040], [-6.979, -0.939, -0.005], [-5.612, -0.897, -0.086], [-4.897, -1.898, -0.119], [-5.113, 0.544, -0.160], [-5.665, 1.341, 0.799], [-5.407, 1.127, -1.356], [-3.763, 0.648, -0.008], [-7.801, -2.221, 2.187], [-7.897, -3.846, 1.462], [-6.336, -3.029, 1.652], [-8.634, -2.128, -0.171], [-7.153, -2.885, -0.754], [5.768, -2.097, -4.831], [5.148, -3.464, -5.062], [5.420, -3.935, -6.392], [6.689, -4.401, -6.614], [7.569, -4.429, -5.755], [6.844, -4.901, -8.048], [6.381, -4.009, -8.970], [6.160, -6.061, -8.264], [8.140, -5.156, -8.386], [5.427, -1.389, -5.593], [5.504, -1.714, -3.843], [6.860, -2.136, -4.903], [4.059, -3.388, -4.968], [5.485, -4.196, -4.317], [-0.907, -1.998, -10.982], [0.473, -1.365, -10.967], [0.392, 0.052, -11.195], [-0.036, 0.805, -10.134], [-0.344, 0.336, -9.040], [-0.048, 2.290, -10.489], [-0.674, 2.543, -11.674], [1.211, 2.800, -10.606], [-0.682, 3.055, -9.556], [-1.425, -1.764, -11.917], [-0.837, -3.083, -10.874], [-1.533, -1.613, -10.169], [1.073, -1.785, -11.782], [1.009, -1.575, -10.033]], "lowdin_charge": [-0.14, -0.15, -0.24, -0.05, -0.12, -0.17, -0.07, -0.39, -0.16, -0.12, -0.29, 0.03, -0.07, -0.22, -0.42, 0.22, 0.10, -0.42, 0.09, 0.08, 0.08, 0.11, 0.12, 0.12, 0.15, 0.12, 0.12, 0.12, 0.12, 0.12, 0.14, 0.08, 0.08, 0.11, 0.11, 0.00, -0.04, -0.02, -0.06, -0.21, 0.01, -0.32, 0.14, -0.47, 0.14, 0.14, 0.13, 0.08, 0.08, 0.08, 0.12, 0.13, -0.05, -0.21, 0.02, -0.32, 0.13, -0.47, 0.14, 0.14, 0.14, 0.09, 0.04, 0.08, 0.12, 0.12, -0.06, -0.21, 0.01, -0.32, 0.14, -0.46, 0.15, 0.10, 0.14, 0.07, 0.09, 0.08, 0.12, 0.12, -0.07, -0.22, 0.01, -0.31, 0.14, -0.47, 0.14, 0.14, 0.08, 0.09, 0.08, 0.08, 0.12, 0.12, -0.07, -0.20, 0.01, -0.33, 0.14, -0.47, 0.14, 0.14, 0.14, 0.09, 0.07, 0.08, 0.13, 0.13, -0.07, -0.21, 0.01, -0.32, 0.14, -0.47, 0.14, 0.14, 0.14, 0.08, 0.08, 0.08, 0.13, 0.13]}